{
  "formula": "C37H40FN3O6PSTl",
  "method": "wB97M-V/def2-TZVPD",
  "species": ["Tl", "O", "C", "C", "C", "C", "C", "C", "C", "O", "N", "O", "O", "H", "H", "H", "H", "O", "S", "O", "N", "C", "C", "C", "C", "C", "C", "C", "C", "N", "C", "C", "C", "C", "C", "C", "C", "H", "H", "H", "H", "H", "H", "H", "H", "H", "H", "H", "C", "C", "C", "P", "C", "C", "C", "C", "C", "C", "H", "H", "H", "H", "H", "H", "H", "H", "H", "H", "H", "H", "H", "H", "H", "H", "H", "H", "H", "H", "H", "F", "C", "C", "C", "C", "C", "C", "H", "H", "H", "H"],
  "positions_angstrom": [[-0.15401, 1.07194, -0.76041], [-0.77524, -1.37409, -1.91551], [-0.79916, -1.93964, -2.99330], [-0.84528, -1.39598, -4.33444], [-1.05067, -2.31300, -5.35308], [-1.20303, -1.92258, -6.67078], [-1.16847, -0.53864, -6.99625], [-0.94284, 0.38370, -6.03276], [-0.71211, 0.02867, -4.63859], [-0.42022, 0.89082, -3.80418], [-1.39884, -2.89228, -7.68681], [-1.53347, -2.51641, -8.84541], [-1.42929, -4.08011, -7.38501], [-0.81459, -3.05300, -2.98559], [-1.11786, -3.36754, -5.11100], [-1.32327, -0.25684, -8.02823], [-0.91364, 1.44003, -6.27149], [-2.28674, -0.24029, 2.70357], [-1.94298, 2.63947, 2.83911], [-1.56567, 3.90804, 3.50063], [-1.93608, 2.63383, 1.20988], [-2.70730, 3.47698, 0.49083], [-3.18322, 4.74035, 0.89757], [-4.00417, 5.52063, 0.08112], [-4.38511, 5.11072, -1.17550], [-3.94841, 3.85450, -1.63832], [-4.29448, 3.35441, -2.91437], [-3.91667, 2.09660, -3.28685], [-3.16838, 1.32651, -2.38093], [-2.76279, 1.77917, -1.21808], [-3.13039, 3.02383, -0.81984], [0.86946, 1.75161, 2.32339], [1.21346, 3.21590, 2.14739], [2.46516, 3.69901, 2.35906], [3.54342, 2.90490, 2.84350], [3.25314, 1.57872, 3.18125], [2.00607, 1.02575, 3.01734], [-2.90444, 5.09533, 1.87635], [-4.35331, 6.47787, 0.45453], [-5.01017, 5.73044, -1.80922], [-4.85976, 3.98945, -3.58880], [-4.15487, 1.69605, -4.26450], [-2.87417, 0.31284, -2.63481], [0.44468, 3.85977, 1.74432], [2.65338, 4.75141, 2.15393], [4.53710, 3.31967, 2.97414], [4.04503, 0.96414, 3.60863], [1.81030, 0.00057, 3.33257], [1.21198, -4.24687, 2.07293], [0.65556, -2.88139, 1.67645], [-0.76667, -3.04357, 1.12221], [1.61522, -1.81578, 0.46435], [2.88358, -1.00970, 1.57274], [3.89200, -0.24440, 0.70864], [3.57986, -1.79050, 2.68341], [2.53339, -3.07498, -0.59090], [3.74338, -3.82075, -0.02727], [2.92989, -2.40269, -1.91449], [0.54171, -4.71049, 2.80473], [2.19981, -4.17982, 2.52795], [1.26847, -4.91511, 1.20873], [0.59683, -2.25808, 2.57277], [-0.75814, -3.65840, 0.21556], [-1.18503, -2.07412, 0.85593], [-1.42216, -3.52115, 1.85946], [2.24026, -0.26213, 2.04614], [4.67318, -0.91111, 0.32937], [4.36758, 0.54935, 1.28919], [3.39131, 0.22559, -0.14225], [4.23057, -2.57655, 2.29418], [2.86255, -2.24139, 3.37254], [4.20089, -1.09883, 3.26177], [1.74787, -3.80696, -0.82245], [4.57196, -3.13255, 0.14808], [4.08492, -4.56546, -0.75594], [3.52279, -4.33814, 0.90385], [3.79406, -1.75048, -1.77144], [2.11625, -1.79519, -2.31278], [3.19287, -3.15607, -2.66459], [-0.94021, 0.80801, 6.69667], [-1.23018, 0.76525, 5.35651], [-2.51168, 0.17055, 5.09701], [-2.97270, -0.16820, 3.89740], [-1.11251, 0.23094, 2.28873], [-0.49259, 1.37943, 3.02715], [-0.32954, 1.24464, 4.50692], [-3.15201, -0.01411, 5.94964], [-3.96326, -0.58104, 3.77922], [0.72343, 1.31633, 1.30617], [0.61440, 1.59266, 4.91071]],
  "lowdin_charge": [0.95, -0.13, -0.24, -0.12, 0.03, -0.19, -0.02, -0.01, -0.40, -0.08, -0.39, 0.01, 0.01, 0.12, 0.12, 0.11, 0.11, -0.06, 0.92, -0.49, -0.23, -0.31, -0.04, -0.12, -0.10, -0.18, -0.03, -0.06, -0.16, 0.03, -0.17, -0.32, -0.09, -0.17, -0.19, -0.19, -0.19, 0.08, 0.09, 0.09, 0.10, 0.10, 0.10, 0.07, 0.08, 0.04, 0.09, 0.09, -0.13, -0.54, -0.15, 1.07, -0.57, -0.11, -0.10, -0.54, -0.13, -0.14, 0.07, 0.05, 0.07, 0.09, 0.07, 0.04, 0.07, 0.00, 0.06, 0.06, 0.07, 0.05, 0.06, 0.06, 0.09, 0.06, 0.07, 0.04, 0.06, 0.05, 0.07, 0.01, -0.27, -0.03, -0.13, -0.01, -0.46, 0.01, 0.11, 0.12, -0.07, 0.13],
  "total_charge": -2,
  "mol_weight_g_mol": 909.164,
  "fmax_ev_per_a": 2.08,
  "e_tot_ev": -83300.6209,
  "orbital_gap_ev": 4.0
}